# 1
4 unconnected molecules or ions with the total composition C10H25N3O4 at a distorted geometry. Source: the OMol25 dataset; level of theory: the ωB97M-V functional and the def2-TZVPD basis.

Structure (XYZ):
```
42
Properties=species:S:1:pos:R:3
C -26.70 8.14 21.01
O -27.94 7.57 21.41
H -26.45 9.01 21.64
H -25.90 7.41 21.11
H -26.69 8.49 19.98
H -27.99 7.68 22.38
C -22.41 6.99 21.70
O -23.18 7.92 21.53
N -22.60 5.71 21.35
C -21.64 4.64 21.67
C -23.85 5.18 20.87
H -21.44 7.25 22.15
H -22.09 3.95 22.38
H -20.72 4.99 22.13
H -21.39 4.19 20.72
H -23.72 4.63 19.94
H -24.33 4.46 21.54
H -24.54 6.00 20.68
C -29.09 8.17 24.91
O -28.26 7.73 24.14
N -28.84 8.22 26.23
C -29.78 8.71 27.22
C -27.65 7.60 26.76
H -30.01 8.64 24.56
H -30.10 7.88 27.86
H -30.67 9.16 26.79
H -29.33 9.46 27.87
H -27.66 6.51 26.65
H -26.76 7.90 26.20
H -27.50 7.89 27.80
C -28.51 2.41 21.71
O -28.00 1.45 22.26
N -29.02 3.49 22.31
C -29.86 4.46 21.60
C -28.92 3.67 23.73
H -28.63 2.46 20.61
H -29.36 5.42 21.60
H -30.83 4.49 22.09
H -30.02 4.14 20.57
H -28.07 3.09 24.10
H -28.72 4.71 23.99
H -29.81 3.33 24.27
```

- SMILES = CN(C)C=O.CN(C)C=O.CN(C)C=O.CO
- DFT total energy (eV) = -23435.17832
- LUMO energy (eV) = 0.502
- gap between HOMO and LUMO (eV) = 9.520



# 2
A molecular structure, C10H25NO5Pt at a distorted geometry. Source: the OMol25 dataset; level of theory: the ωB97M-V functional and the def2-TZVPD basis.

Structure (XYZ):
```
42
Properties=species:S:1:pos:R:3
Pt -35.48 -6.17 -28.10
N -32.31 -2.56 -30.45
C -31.43 -1.76 -29.67
C -30.47 -0.83 -30.12
C -30.39 -0.72 -31.52
C -31.31 -1.39 -32.37
C -32.25 -2.25 -31.80
H -31.60 -1.77 -28.61
H -29.78 -0.39 -29.41
H -29.61 -0.11 -31.95
H -31.20 -1.31 -33.44
H -32.88 -2.87 -32.41
C -38.36 -8.71 -31.73
O -38.03 -7.33 -31.50
H -38.31 -9.24 -30.78
H -39.33 -8.88 -32.18
H -37.60 -9.06 -32.43
H -38.41 -6.83 -32.23
C -37.93 -10.16 -24.82
O -38.10 -8.85 -25.36
H -38.89 -10.67 -24.83
H -37.19 -10.69 -25.42
H -37.63 -10.05 -23.77
H -38.96 -8.53 -25.12
C -38.12 -2.06 -24.81
O -37.90 -2.50 -26.13
H -38.39 -2.80 -24.05
H -37.20 -1.54 -24.53
H -38.84 -1.25 -24.75
H -38.38 -1.84 -26.62
C -31.04 -9.32 -30.33
O -32.35 -9.36 -29.81
H -30.89 -8.38 -30.87
H -30.41 -9.37 -29.44
H -30.96 -10.15 -31.03
H -32.56 -10.30 -29.81
C -32.36 -5.35 -23.29
O -32.42 -5.91 -24.56
H -33.30 -5.61 -22.80
H -31.46 -5.78 -22.85
H -32.42 -4.27 -23.32
H -31.50 -5.88 -24.82
```

- spin multiplicity = 3
- DFT total energy (eV) = -25722.89080
- charge = +2
- LUMO energy (spin up / spin down) (eV) = -9.470 / -11.345
- gap between HOMO and LUMO (spin up / spin down) (eV) = 4.510 / 2.635



# 3
A molecular structure, C10H26BF6HgN3O6S2 at a distorted geometry. Source: the OMol25 dataset; level of theory: the ωB97M-V functional and the def2-TZVPD basis.

Structure (XYZ):
```
55
Properties=species:S:1:pos:R:3
Hg -0.37 -0.09 1.01
C -0.26 -5.39 -0.62
F 0.44 -5.15 -1.71
F -1.51 -5.04 -0.89
F -0.14 -6.67 -0.37
S 0.42 -4.34 0.84
O -0.72 -3.77 1.49
O 1.26 -5.26 1.68
N 1.16 -3.01 0.15
S 2.63 -3.50 -0.09
O 3.48 -3.11 1.01
O 2.82 -4.96 -0.35
C 3.32 -2.66 -1.75
F 4.23 -3.43 -2.30
F 2.42 -2.38 -2.67
F 3.92 -1.59 -1.39
B -0.06 -0.83 4.43
H -0.10 -1.85 4.78
H -0.07 -0.30 5.36
H 0.80 -0.62 3.81
H -0.98 -0.58 3.92
C -3.15 -1.22 -3.58
C -2.06 -0.84 -2.53
C -1.21 0.44 -3.05
O -0.18 0.79 -2.26
C 0.51 1.94 -2.73
N -2.66 -0.50 -1.29
H -3.73 -1.98 -3.06
H -2.61 -1.73 -4.38
H -3.72 -0.41 -4.03
H -1.53 -1.78 -2.39
H -1.96 1.22 -3.19
H -0.89 0.30 -4.08
H 0.07 2.48 -3.57
H 1.54 1.68 -2.99
H 0.59 2.73 -1.98
H -3.25 0.32 -1.36
H -3.41 -1.18 -1.28
C -1.27 5.21 1.73
C -0.64 3.89 1.34
C 0.80 3.67 1.76
O 1.48 2.43 1.49
C 2.86 2.36 1.98
N -1.41 2.79 1.95
H -2.36 5.30 1.73
H -0.85 6.01 1.12
H -1.04 5.53 2.74
H -0.74 3.67 0.28
H 0.76 3.80 2.84
H 1.45 4.53 1.60
H 2.81 2.69 3.02
H 3.51 2.98 1.36
H 3.37 1.40 1.82
H -1.42 3.01 2.93
H -2.37 3.00 1.73
```

- DFT total energy (eV) = -70360.24789
- LUMO energy (eV) = -5.229
- gap between HOMO and LUMO (eV) = 3.961



# 4
A molecular structure, C10H26N2O3Rb at a distorted geometry. Source: the OMol25 dataset; level of theory: the ωB97M-V functional and the def2-TZVPD basis.

Structure (XYZ):
```
42
Properties=species:S:1:pos:R:3
Rb 1.68 -1.88 0.37
C -0.38 -0.73 -2.84
C -0.50 -1.20 -1.35
C -1.97 -1.55 -1.02
O -2.00 -1.34 0.40
C -3.21 -1.05 0.93
N 0.28 -2.40 -1.13
H 0.55 -0.23 -3.12
H -1.25 -0.14 -3.10
H -0.43 -1.51 -3.61
H -0.21 -0.40 -0.66
H -2.22 -2.58 -1.24
H -2.77 -1.02 -1.54
H -3.72 -0.25 0.39
H -2.93 -0.86 1.96
H -3.85 -1.93 1.06
H 0.05 -3.16 -1.74
H -0.02 -2.76 -0.23
C -1.03 3.74 -1.98
O -0.53 3.12 -0.78
C 0.37 1.99 -1.11
C 1.03 1.61 0.18
N 2.01 0.53 0.08
C 2.85 0.34 1.28
C 1.99 0.04 2.53
O 1.70 -1.37 2.57
C 0.64 -1.64 3.48
H -1.41 3.02 -2.71
H -0.24 4.33 -2.44
H -1.65 4.62 -1.76
H 1.05 2.12 -1.95
H -0.36 1.23 -1.40
H 0.25 1.35 0.89
H 1.63 2.44 0.57
H 2.73 0.86 -0.55
H 3.47 1.23 1.39
H 3.57 -0.44 1.02
H 1.14 0.70 2.69
H 2.63 0.26 3.38
H 0.37 -2.69 3.41
H -0.26 -1.08 3.23
H 0.95 -1.34 4.48
```

- DFT total energy (eV) = -20558.17471
- charge = +1
- LUMO energy (eV) = -2.658
- gap between HOMO and LUMO (eV) = 9.820



# 5
4 unconnected molecules or ions with the total composition C10H26N7O5. Source: the OMol25 dataset; level of theory: the ωB97M-V functional and the def2-TZVPD basis.

Structure (XYZ):
```
48
Properties=species:S:1:pos:R:3
C 0.73 1.74 3.11
C 1.55 2.27 1.94
C 2.12 3.67 2.28
C 0.73 2.34 0.66
C 0.20 0.98 0.13
N 0.96 -0.16 0.62
C 2.27 -0.31 0.00
C 3.42 -0.75 0.93
O 3.12 -1.29 2.00
O 4.56 -0.54 0.44
H 1.24 1.95 4.06
H 0.58 0.67 3.02
H -0.24 2.26 3.15
H 2.39 1.60 1.81
H 1.47 4.18 2.99
H 3.11 3.58 2.72
H 2.21 4.29 1.39
H -0.13 2.98 0.85
H 1.31 2.84 -0.12
H 0.15 1.03 -0.97
H -0.83 0.86 0.47
H 0.42 -1.00 0.46
H 2.56 0.63 -0.48
H 2.25 -1.06 -0.80
C 6.11 -1.62 -2.95
O 6.24 -1.49 -4.16
N 5.22 -0.94 -2.20
N 6.89 -2.50 -2.24
H 5.12 -1.04 -1.18
H 4.63 -0.28 -2.66
H 7.56 -3.03 -2.75
H 6.80 -2.62 -1.24
C -3.71 1.34 -0.28
O -3.00 2.16 -0.82
N -4.36 0.35 -0.98
N -3.90 1.30 1.08
H -4.94 -0.34 -0.55
H -4.21 0.33 -1.97
H -3.40 1.98 1.62
H -4.44 0.60 1.54
C -6.55 -3.15 -0.90
O -6.43 -2.62 0.19
N -6.04 -4.39 -1.17
N -7.20 -2.54 -1.94
H -6.11 -4.84 -2.06
H -5.54 -4.85 -0.43
H -7.59 -1.64 -1.77
H -7.30 -2.96 -2.85
```

- DFT total energy (eV) = -31465.01869
- charge = -1
- LUMO energy (eV) = 1.680
- gap between HOMO and LUMO (eV) = 6.211



# 6
A molecular structure, C10H27AgO6S3 at a distorted geometry. Source: the OMol25 dataset; level of theory: the ωB97M-V functional and the def2-TZVPD basis.

Structure (XYZ):
```
47
Properties=species:S:1:pos:R:3
Ag -0.42 0.05 0.79
C -5.31 0.71 4.30
C -3.97 0.16 3.89
O -3.14 1.10 3.23
H -6.00 0.79 3.46
H -5.25 1.67 4.80
H -5.77 0.04 5.03
H -4.10 -0.76 3.32
H -3.45 -0.13 4.81
O -1.08 6.84 -1.50
C -0.64 6.15 -2.67
C -0.02 4.67 -2.38
O -0.47 3.73 -1.38
H 0.08 6.67 -3.30
H -1.55 6.20 -3.27
H 1.01 4.97 -2.21
H 0.18 4.11 -3.29
C 2.44 0.80 5.23
S 2.61 -0.10 3.70
O 1.22 -0.76 3.50
C 2.60 1.40 2.56
H 2.51 0.08 6.05
H 1.47 1.28 5.29
H 3.26 1.51 5.34
H 1.78 2.10 2.71
H 2.64 1.13 1.50
H 3.57 1.83 2.82
C 4.70 -0.29 -3.53
S 4.13 -1.59 -2.37
O 2.68 -1.27 -1.88
C 3.99 -2.87 -3.77
H 3.86 0.03 -4.14
H 5.39 -0.61 -4.32
H 5.04 0.57 -2.96
H 3.04 -2.69 -4.28
H 4.06 -3.87 -3.34
H 4.83 -2.86 -4.46
C -1.14 -4.40 -1.85
S -2.52 -3.47 -0.86
O -2.35 -2.01 -1.33
C -4.12 -4.16 -1.71
H -0.39 -4.65 -1.10
H -0.78 -3.93 -2.77
H -1.50 -5.39 -2.10
H -4.18 -5.20 -1.40
H -4.03 -4.06 -2.79
H -4.93 -3.51 -1.39
```

- DFT total energy (eV) = -59583.43462
- charge = -2
- LUMO energy (eV) = 3.235
- gap between HOMO and LUMO (eV) = 2.079